ORCA calculation (wB97M-V/def2-TZVPD) on an isolated ion of composition C8H16N3O2 and charge +1.

Output
F_max in hartree/bohr: 0.132
Charge: +1
E_HOMO in Eh: -0.4652
LUMO in eV: -3.479
ΔE to the lowest compared entry with this formula, charge and spin in kcal/mol: 148.6
Structure (SMILES): CN(C#[NH+])CCC(C)(C)/C=[N+](\[O-])O
HOMO-LUMO gap in eV: 9.181
Electronic energy in eV: -17107.9357

Structure (XYZ):
```
29
C8H16N3O2 | the OMol25 dataset | wB97M-V/def2-TZVPD
C -1.66 -1.39 0.49
C -0.11 0.88 0.88
C -1.28 0.94 -0.09
C 1.31 -0.47 -0.59
C 1.20 0.75 0.16
C 2.39 0.84 1.18
C 1.29 1.98 -0.82
C -3.11 -0.39 -1.03
N -2.02 -0.30 -0.11
N -1.50 -2.21 1.32
N 1.23 -1.70 -0.20
O 1.47 -2.68 -1.16
O 1.00 -2.18 0.97
H -0.30 1.63 1.60
H -0.35 -0.05 1.52
H -2.11 1.77 0.22
H -0.98 1.14 -1.14
H 1.57 -0.50 -1.61
H 2.61 0.03 1.78
H 2.15 1.77 1.86
H 3.20 1.11 0.42
H 0.92 2.86 -0.34
H 0.73 1.70 -1.70
H 2.26 2.15 -1.11
H -3.27 -1.36 -1.68
H -3.99 -0.32 -0.31
H -3.14 0.46 -1.57
H 1.63 -3.49 -0.68
H -1.13 -2.97 1.74
```

Here is what Löwdin gives for the atomic charges, in e:
1. C -0.076
2. C -0.136
3. C -0.127
4. C -0.014
5. C -0.514
6. C 0.016
7. C -0.002
8. C -0.007
9. N -0.126
10. N 0.382
11. N -0.264
12. O 0.092
13. O -0.065
14. H 0.117
15. H 0.141
16. H 0.199
17. H 0.130
18. H 0.148
19. H 0.048
20. H 0.135
21. H 0.112
22. H 0.106
23. H 0.080
24. H 0.059
25. H 0.162
26. H 0.135
27. H 0.056
28. H 0.126
29. H 0.088

---

ORCA calculation (wB97M-V/def2-TZVPD) on an isolated ion of composition C8H16N7 and charge +1.

Output
F_max in hartree/bohr: 0.099
Charge: +1
E_HOMO (spin up / spin down) in Eh: -0.4231 / -0.4230
LUMO (spin up / spin down) in eV: -3.183 / -3.184
ΔE to the lowest compared entry with this formula, charge and spin in kcal/mol: 7.7
HOMO-LUMO gap (spin up / spin down) in eV: 8.329 / 8.328
Electronic energy in eV: -18975.0737

Structure (XYZ):
```
31
C8H16N7 | the OMol25 dataset | wB97M-V/def2-TZVPD
C -2.61 1.71 0.07
C -2.07 0.66 -0.93
C -1.88 -1.75 0.11
C 2.66 0.88 0.41
C 2.71 -0.48 -0.27
C 1.92 2.07 -0.36
C 1.71 -1.54 0.27
C 0.68 2.41 0.33
N -1.63 2.27 0.56
N -0.71 0.95 -0.92
N -2.48 -0.66 -0.43
N -0.45 1.86 -0.03
N -2.81 -2.83 0.18
N -0.61 -1.87 0.47
N 0.35 -0.87 0.41
H -3.68 1.88 0.36
H -2.61 0.65 -1.92
H 2.19 0.81 1.37
H 3.61 1.22 0.58
H 2.63 -0.43 -1.40
H 3.63 -0.92 -0.14
H 2.62 2.91 -0.27
H 1.72 1.99 -1.45
H 1.74 -2.33 -0.43
H 1.97 -1.88 1.26
H 0.62 3.33 0.87
H -3.36 -0.88 -0.74
H -3.64 -2.71 0.78
H -2.31 -3.65 0.55
H -0.32 -2.58 1.15
H 0.40 -0.22 -0.45
```

Here is what Löwdin gives for the atomic charges, in e:
1. C -0.018
2. C -0.291
3. C -0.296
4. C -0.151
5. C -0.168
6. C -0.137
7. C -0.165
8. C -0.026
9. N 0.133
10. N 0.015
11. N 0.142
12. N -0.176
13. N 0.138
14. N 0.080
15. N -0.035
16. H 0.149
17. H 0.169
18. H 0.106
19. H 0.078
20. H 0.141
21. H 0.082
22. H 0.117
23. H 0.134
24. H 0.100
25. H 0.112
26. H 0.137
27. H 0.109
28. H 0.124
29. H 0.111
30. H 0.182
31. H 0.104

---

ORCA calculation (wB97M-V/def2-TZVPD) on an isolated ion of composition C8H16NS2 and charge +1.

Output
F_max in hartree/bohr: 0.093
Charge: +1
E_HOMO in Eh: -0.4644
LUMO in eV: -5.083
ΔE to the lowest compared entry with this formula, charge and spin in kcal/mol: 7.0
HOMO-LUMO gap in eV: 7.554
Electronic energy in eV: -31706.8125

Structure (XYZ):
```
27
C8H16NS2 | the OMol25 dataset | wB97M-V/def2-TZVPD
C 1.34 -0.52 -0.19
C 1.15 0.83 -0.05
C 0.16 1.36 0.78
C 0.87 -1.58 0.59
C -1.28 0.72 0.29
C 1.90 1.57 -1.06
C 0.43 -2.85 -0.05
C -1.54 0.76 -1.21
N -1.43 -0.64 0.66
S 1.00 -1.74 2.25
S -2.71 1.71 1.14
H 1.80 -0.87 -1.16
H 0.25 1.06 1.81
H -0.10 2.46 0.95
H 2.69 0.92 -1.28
H 2.16 2.54 -0.74
H 1.38 1.64 -2.08
H -0.37 -3.54 0.36
H 1.28 -3.58 -0.01
H 0.28 -2.71 -1.18
H -1.58 1.72 -1.70
H -2.48 0.26 -1.42
H -0.83 0.12 -1.76
H -1.97 -1.23 0.07
H -1.76 -0.54 1.55
H 1.88 -0.75 2.68
H -2.53 2.89 0.74
```

Here is what Löwdin gives for the atomic charges, in e:
1. C -0.102
2. C -0.288
3. C -0.106
4. C -0.658
5. C -0.737
6. C -0.008
7. C -0.125
8. C -0.092
9. N 0.049
10. S 0.976
11. S 0.816
12. H 0.164
13. H 0.100
14. H 0.145
15. H 0.071
16. H 0.090
17. H 0.148
18. H 0.118
19. H 0.113
20. H 0.123
21. H 0.092
22. H 0.089
23. H 0.087
24. H 0.112
25. H 0.040
26. H -0.025
27. H -0.190

---

ORCA calculation (wB97M-V/def2-TZVPD) on a 2-piece molecular cluster, C8H16O overall.

Output
F_max in hartree/bohr: 0.041
Spin multiplicity: 2
Charge: +1
E_HOMO (spin up / spin down) in Eh: -0.5429 / -0.5471
LUMO (spin up / spin down) in eV: -4.393 / -8.132
HOMO-LUMO gap (spin up / spin down) in eV: 10.379 / 6.757
Electronic energy in eV: -10592.9257
Expectation value of S²: 0.771

Structure (XYZ):
```
25
C8H16O | the OMol25 dataset | wB97M-V/def2-TZVPD
C -0.55 2.62 -0.69
C -0.85 2.26 0.76
C 0.29 1.30 1.30
C 0.23 -0.12 0.90
C 0.27 -1.16 1.82
C -0.92 -1.57 -2.47
C -0.75 -1.30 -1.00
C 0.22 -0.49 -0.52
H -0.31 1.75 -1.29
H 0.24 3.37 -0.79
H -1.44 3.07 -1.14
H -1.83 1.82 0.94
H -0.85 3.14 1.39
H 0.39 1.36 2.38
H 1.20 1.71 0.84
H 0.15 -2.17 1.45
H 0.48 -1.08 2.87
H -1.05 -0.67 -3.05
H -1.72 -2.28 -2.72
H -0.09 -2.16 -2.87
H -1.55 -1.75 -0.42
H 1.03 -0.14 -1.13
H 2.09 -2.41 0.42
H 2.57 -2.38 1.95
O 2.75 -2.71 1.06
```

Here is what Löwdin gives for the atomic charges, in e:
1. C -0.089
2. C -0.194
3. C -0.131
4. C -0.204
5. C 0.201
6. C -0.043
7. C -0.029
8. C -0.038
9. H 0.048
10. H 0.090
11. H 0.088
12. H 0.116
13. H 0.112
14. H 0.121
15. H 0.145
16. H 0.095
17. H 0.113
18. H 0.100
19. H 0.092
20. H 0.104
21. H 0.139
22. H 0.152
23. H 0.007
24. H 0.040
25. O -0.035

---

ORCA calculation (wB97M-V/def2-TZVPD) on a 2-piece molecular cluster, C8H16O2 overall.

Output
F_max in hartree/bohr: 0.171
Charge: 0
E_HOMO in Eh: -0.3450
LUMO in eV: -1.743
ΔE to the lowest compared entry with this formula, charge and spin in kcal/mol: 275.9
HOMO-LUMO gap in eV: 7.646
Electronic energy in eV: -12639.4196

Structure (XYZ):
```
26
C8H16O2 | the OMol25 dataset | wB97M-V/def2-TZVPD
C -1.78 -1.87 -0.09
C -0.54 -1.46 0.49
C -0.62 -0.05 0.96
C -0.74 1.16 0.03
C 0.61 1.18 -1.01
C 1.88 2.20 -0.45
C 0.93 -0.20 -1.32
C 0.81 -1.32 -0.17
H -2.45 -0.51 2.29
H -1.78 -1.30 -0.96
H -2.14 -3.14 -0.30
H -0.12 -2.12 1.34
H -1.42 0.07 1.74
H 0.42 0.09 1.39
H -0.68 2.32 0.37
H -1.64 1.00 -0.55
H 0.30 1.71 -1.83
H 1.40 3.14 -0.34
H 2.97 2.20 -1.13
H 1.74 1.44 1.36
H 1.48 -0.63 -2.29
H 0.05 -0.54 -1.90
H 1.54 -1.02 0.45
H 1.00 -2.37 -0.81
O -2.95 -1.39 0.66
O 2.45 1.61 0.66
```

Here is what Löwdin gives for the atomic charges, in e:
1. C -0.282
2. C -0.396
3. C -0.238
4. C -0.079
5. C -0.241
6. C -0.207
7. C -0.189
8. C -0.157
9. H 0.352
10. H 0.072
11. H 0.204
12. H 0.177
13. H 0.034
14. H 0.118
15. H 0.160
16. H 0.096
17. H 0.081
18. H 0.067
19. H 0.186
20. H 0.109
21. H 0.155
22. H 0.092
23. H 0.047
24. H 0.181
25. O -0.227
26. O -0.119